[1]
5 unconnected molecules or ions with the total composition C43H78F16N7O15P, computed with wB97M-V/def2-TZVPD.

```
! RIJCOSX wB97M-V def2-TZVPD def2/J DEFGRID3
* xyz 0 1
C 0.369 -1.562 2.773
C 1.859 -1.651 2.474
C 2.737 -1.369 3.674
N 2.398 -2.066 1.403
C 2.551 -1.718 0.036
C 3.470 -0.464 0.136
C 4.028 0.274 -1.105
C 5.472 0.728 -0.898
O 5.539 1.804 0.049
C 3.314 -2.999 -0.583
F 3.147 -4.100 0.228
C 4.849 -2.940 -0.782
O 5.322 -2.302 -1.642
C 5.856 -3.893 0.000
F 6.997 -3.791 -0.704
F 5.466 -5.175 -0.050
C 6.252 -3.543 1.479
F 6.198 -2.184 1.628
F 7.542 -3.921 1.620
C 5.493 -4.197 2.671
F 4.185 -3.967 2.561
F 5.714 -5.532 2.628
C 5.935 -3.692 4.084
O 5.159 -3.727 4.951
O 7.227 -3.347 4.240
N 2.698 -3.227 -1.852
C 1.922 -2.158 -2.265
O 1.802 -1.787 -3.392
C 1.257 -1.568 -0.945
C 0.694 -0.162 -1.420
F -0.308 -0.467 -2.301
F 1.621 0.545 -2.083
C -0.064 0.917 -0.516
F -0.415 1.901 -1.399
F -1.179 0.393 -0.031
C 0.626 1.709 0.640
F 1.370 0.901 1.419
F -0.379 2.190 1.416
C 1.473 2.971 0.241
F 2.287 3.216 1.264
F 0.693 4.015 0.047
F 2.211 2.772 -0.841
P -0.083 -2.875 -0.706
N 0.323 -4.126 0.096
O -0.372 -3.257 -2.231
O -1.406 -2.138 -0.190
H -0.146 -2.384 2.275
H 0.231 -1.706 3.850
H -0.106 -0.631 2.453
H 3.778 -1.229 3.365
H 2.700 -2.196 4.396
H 2.374 -0.470 4.184
H 2.986 0.268 0.779
H 4.322 -0.814 0.735
H 3.935 -0.300 -2.030
H 3.465 1.196 -1.278
H 5.872 1.117 -1.840
H 6.120 -0.093 -0.573
H 5.763 1.450 0.918
H 7.421 -2.493 3.821
H 3.309 -3.500 -2.619
H -0.195 -4.307 0.940
H -0.845 -4.107 -2.208
H -1.912 -2.750 0.369
C 3.051 4.330 8.614
O 2.876 4.950 7.359
C 4.024 5.606 6.839
C 4.625 4.857 5.671
N 5.238 3.606 6.093
C 5.612 2.698 5.016
C 4.537 2.216 4.051
O 3.590 1.319 4.599
C 2.548 1.915 5.347
H 2.060 4.086 8.993
H 3.633 3.404 8.553
H 3.543 5.002 9.325
H 4.767 5.760 7.628
H 3.698 6.588 6.485
H 5.393 5.488 5.212
H 3.828 4.715 4.928
H 4.612 3.127 6.727
H 6.057 1.813 5.480
H 6.402 3.175 4.425
H 5.047 1.650 3.266
H 4.024 3.045 3.548
H 2.247 2.877 4.921
H 2.821 2.061 6.396
H 1.695 1.237 5.315
C -6.831 1.505 -5.422
O -5.549 1.546 -6.014
C -4.536 2.130 -5.202
C -3.574 1.098 -4.656
N -4.204 0.248 -3.656
C -3.432 -0.928 -3.262
C -3.014 -1.929 -4.331
O -4.061 -2.703 -4.889
C -4.832 -2.058 -5.881
H -7.550 1.283 -6.210
H -6.917 0.727 -4.655
H -7.093 2.468 -4.971
H -4.985 2.715 -4.393
H -3.972 2.814 -5.842
H -2.734 1.624 -4.190
H -3.177 0.535 -5.511
H -5.109 -0.050 -3.996
H -4.022 -1.458 -2.509
H -2.522 -0.587 -2.765
H -2.345 -2.646 -3.853
H -2.429 -1.451 -5.127
H -4.220 -1.395 -6.499
H -5.659 -1.481 -5.457
H -5.257 -2.834 -6.517
C -0.290 -6.242 8.898
O 0.868 -5.697 8.304
C 1.676 -6.623 7.588
C 1.587 -6.415 6.093
N 0.278 -6.790 5.575
C 0.015 -6.382 4.200
C 0.096 -4.904 3.844
O -0.942 -4.095 4.370
C -0.788 -3.725 5.726
H -0.673 -5.500 9.597
H -1.076 -6.465 8.168
H -0.061 -7.159 9.450
H 1.409 -7.651 7.856
H 2.710 -6.450 7.896
H 2.348 -7.035 5.610
H 1.843 -5.366 5.894
H -0.440 -6.410 6.177
H -0.990 -6.727 3.942
H 0.710 -6.918 3.546
H 0.000 -4.838 2.766
H 1.077 -4.474 4.087
H 0.263 -3.556 5.981
H -1.203 -4.469 6.411
H -1.339 -2.796 5.873
C -9.460 7.495 -9.741
O -8.633 7.660 -8.610
C -8.900 6.779 -7.528
C -7.825 5.726 -7.372
N -7.848 4.765 -8.464
C -6.695 3.871 -8.534
C -5.299 4.465 -8.660
O -5.014 5.074 -9.904
C -5.508 6.387 -10.069
H -9.313 8.367 -10.376
H -9.209 6.600 -10.322
H -10.515 7.440 -9.458
H -9.885 6.314 -7.647
H -8.919 7.386 -6.619
H -7.999 5.193 -6.431
H -6.864 6.250 -7.281
H -7.933 5.264 -9.340
H -6.851 3.215 -9.394
H -6.702 3.230 -7.647
H -4.596 3.632 -8.576
H -5.065 5.156 -7.839
H -5.468 6.953 -9.134
H -6.536 6.401 -10.446
H -4.875 6.881 -10.805
*
```

The HOMO energy is -0.312 Ha. For the total energy, the calculation gives -139760.7037 eV. The calculation puts the orbital gap at 8.2 eV.

=====

[2]
A single C6H12N4O4 molecule, computed with wB97M-V/def2-TZVPD.

```
! RIJCOSX wB97M-V def2-TZVPD def2/J DEFGRID3
* xyz 0 1
N 0.005 1.950 -0.090
C -0.459 0.937 -0.966
N -1.195 1.605 -2.127
N -0.336 2.890 -2.680
O 0.827 2.755 -2.689
O -1.043 3.783 -2.948
N -1.858 0.949 -3.118
O -2.484 -0.027 -2.805
O -1.768 1.421 -4.224
C 0.703 0.101 -1.521
C 1.499 -0.497 -0.365
C 0.603 -1.376 0.498
C -0.602 -0.582 0.995
C -1.393 0.017 -0.171
H 0.785 2.493 -0.425
H -0.732 2.524 0.290
H 1.366 0.706 -2.135
H 0.292 -0.700 -2.140
H 1.910 0.312 0.238
H 2.330 -1.079 -0.767
H 0.262 -2.232 -0.087
H 1.173 -1.752 1.349
H -1.259 -1.232 1.573
H -0.257 0.224 1.643
H -1.768 -0.782 -0.808
H -2.244 0.587 0.203
*
```

The calculation puts the energy above the lowest of the compared OMol25 structures with the same formula, charge and spin at 510.9 kJ/mol. The HOMO energy is -0.378 Ha. For the total energy, the calculation gives -20560.0331 eV. The calculation puts the orbital gap at 10.1 eV.

=====

[3]
A single C4H6F2N2 molecule, computed with wB97M-V/def2-TZVPD.

```
! RIJCOSX wB97M-V def2-TZVPD def2/J DEFGRID3
* xyz 0 1
C 1.664 0.384 1.551
C 0.711 -0.243 0.488
N 0.786 -1.430 0.095
N -0.232 -1.686 -0.798
C -0.848 -0.434 -1.287
C -0.475 0.512 -0.151
F -0.097 1.727 -0.629
F -1.420 0.696 0.758
H 2.471 -0.325 1.782
H 2.158 1.226 1.043
H 0.985 0.664 2.365
H 0.166 -2.313 -1.484
H -0.373 -0.100 -2.219
H -1.946 -0.461 -1.341
*
```

The calculation puts the energy above the lowest of the compared OMol25 structures with the same formula, charge and spin at 64.6 kJ/mol. The HOMO energy is -0.334 Ha. For the total energy, the calculation gives -12659.4684 eV. The calculation puts the orbital gap at 10.1 eV.

=====

[4]
A molecular structure, C4H3NO2, computed with wB97M-V/def2-TZVPD.

```
! RIJCOSX wB97M-V def2-TZVPD def2/J DEFGRID3
* xyz 0 1
C 1.865 -0.417 0.116
C 0.334 -0.098 0.059
C -0.272 1.119 0.017
C -1.698 -0.447 -0.111
H 2.097 -1.376 0.662
H -0.161 2.242 0.192
H -2.820 -1.192 -0.379
N -0.541 -1.114 -0.164
O 2.695 0.404 -0.319
O -1.498 0.879 -0.073
*
```

The calculation puts the energy above the lowest of the compared OMol25 structures with the same formula, charge and spin at 306.9 kJ/mol. The HOMO energy is -0.356 Ha. For the total energy, the calculation gives -9778.5058 eV. The calculation puts the orbital gap at 10.2 eV.

=====

[5]
A molecular structure, C31H32BrN4O6Pt, computed with wB97M-V/def2-TZVPD.

```
! RIJCOSX wB97M-V def2-TZVPD def2/J DEFGRID3
* xyz 3 5
Pt -1.159 0.943 0.806
C -3.863 -1.645 -5.317
C -3.266 -1.400 -3.942
C -2.608 -2.452 -3.307
C -2.109 -2.373 -1.984
C -1.653 -3.675 -1.504
N -0.887 -4.051 -0.486
C -0.221 -3.242 0.501
C 0.696 -4.218 1.249
C 1.537 -3.630 2.373
N 1.571 -2.162 2.414
C 2.618 -1.406 2.660
C 2.529 0.012 2.810
C 3.623 0.765 3.239
C 3.595 2.150 3.457
C 4.737 2.823 4.058
C 2.455 2.854 2.976
C 1.299 2.131 2.645
C 0.090 2.855 2.671
N -1.096 2.387 2.216
C -2.372 2.998 2.666
C -3.509 3.163 1.663
C -3.168 3.071 0.169
N -2.557 1.812 -0.253
C -3.118 1.269 -1.348
C -2.808 0.032 -1.973
C -3.320 -0.140 -3.309
C -2.142 -1.082 -1.281
O -1.543 -0.899 -0.135
C 1.315 0.698 2.466
O 0.268 0.032 2.054
H -4.223 -0.725 -5.836
H -4.635 -2.417 -5.294
H -3.026 -1.992 -5.989
H -2.435 -3.302 -3.907
H -1.872 -4.490 -2.233
H -0.604 -5.030 -0.455
H -0.940 -2.759 1.194
H 0.363 -2.476 0.045
H 1.366 -4.673 0.539
H 0.049 -4.997 1.662
H 2.548 -4.019 2.280
H 1.140 -3.950 3.376
H 0.653 -1.675 2.317
H 3.580 -1.874 2.680
H 4.512 0.202 3.514
H 4.483 3.886 4.252
H 5.624 2.820 3.369
H 5.001 2.283 4.960
H 2.542 3.930 2.799
H 0.032 3.826 3.194
H -2.056 3.991 3.078
H -2.777 2.382 3.486
H -3.963 4.173 1.833
H -4.282 2.432 1.891
H -2.370 3.798 -0.165
H -4.106 3.289 -0.383
H -3.852 1.886 -1.870
H -3.647 0.770 -3.839
Br 5.766 -0.465 -4.524
C 4.226 0.145 -3.737
C 3.359 1.000 -4.401
C 2.223 1.453 -3.723
C 1.915 1.009 -2.439
C 2.849 0.240 -1.727
C 3.987 -0.257 -2.431
C 0.698 1.410 -1.686
O -0.110 2.303 -1.991
O 0.597 0.609 -0.661
H 3.623 1.403 -5.385
H 1.536 2.197 -4.217
H 2.701 -0.104 -0.715
H 4.712 -0.987 -1.989
O -4.981 -0.937 2.777
O -5.139 -1.932 2.097
*
```

The calculation puts the energy above the lowest of the compared OMol25 structures with the same formula, charge and spin at 0.0 kJ/mol. The HOMO energy (alpha / beta) is -0.574 / -0.572 Ha. The expectation value of S² is 6.037. For the total energy, the calculation gives -124169.0685 eV. The calculation puts the orbital gap (alpha / beta) at 7.2 / 3.6 eV.

=====

[6]
A molecular structure, C3H8BrN, computed with wB97M-V/def2-TZVPD.

```
! RIJCOSX wB97M-V def2-TZVPD def2/J DEFGRID3
* xyz 0 1
C -0.283 -2.073 0.055
C 0.013 2.718 0.058
C -0.253 -0.596 -0.197
N 0.509 0.171 0.741
Br 2.204 -0.035 0.476
H -0.333 -2.417 1.041
H -1.081 -2.482 -0.394
H 0.468 -2.577 -0.459
H 0.305 3.129 1.055
H 0.722 2.598 -0.794
H -1.027 2.418 -0.210
H 0.003 -0.547 -1.289
H -1.246 -0.307 -0.083
*
```

The calculation puts the energy above the lowest of the compared OMol25 structures with the same formula, charge and spin at 394.3 kJ/mol. The HOMO energy (alpha / beta) is -0.331 / -0.308 Ha. For the total energy, the calculation gives -74768.2059 eV. The calculation puts the orbital gap (alpha / beta) at 9.4 / 7.8 eV.